Density functional theory data (ωB97M-V with the def2-TZVPD basis set) for an isolated molecule of C25H22N2O3S.

Last column: Mulliken charge in e.
Positions of all 53 atoms, in Å:
C -0.82 -4.09 -1.01  -1.030
O -0.30 -3.32 0.05  -0.359
C 0.91 -2.73 -0.10  1.043
C 1.73 -2.86 -1.22  -0.957
C 2.94 -2.20 -1.28  -0.933
C 3.38 -1.40 -0.23  -0.073
C 4.64 -0.64 -0.24  1.050
C 5.52 -0.76 -1.46  -1.539
O 4.97 0.07 0.70  -0.633
C 2.55 -1.28 0.89  -0.426
C 1.33 -1.92 0.97  0.785
C 0.44 -1.71 2.15  -1.103
S -1.16 -0.96 1.65  -0.082
C -0.59 0.51 0.88  0.428
N 0.64 0.85 1.03  -0.214
C 1.08 2.00 0.42  -0.061
C 2.42 2.37 0.53  -0.327
C 2.87 3.52 -0.06  -0.570
C 1.99 4.34 -0.78  -0.609
C 0.67 3.99 -0.90  -0.627
C 0.20 2.82 -0.31  0.150
C -1.20 2.43 -0.45  0.849
O -2.05 3.05 -1.06  -0.655
N -1.52 1.22 0.18  0.476
C -2.85 0.73 0.05  -1.189
C -3.90 1.40 0.66  -0.418
C -5.19 0.91 0.51  -0.918
C -5.42 -0.24 -0.22  -0.572
C -4.37 -0.91 -0.84  0.715
C -4.62 -2.17 -1.62  -1.546
C -3.09 -0.41 -0.70  0.466
H -0.20 -4.97 -1.21  0.386
H -0.92 -3.50 -1.92  0.384
H -1.81 -4.41 -0.67  0.252
H 1.43 -3.48 -2.05  0.427
H 3.55 -2.32 -2.17  0.372
H 4.98 -0.41 -2.34  0.368
H 6.41 -0.16 -1.32  0.365
H 5.80 -1.80 -1.62  0.404
H 2.88 -0.65 1.70  0.464
H 0.14 -2.65 2.60  0.495
H 0.90 -1.05 2.88  0.446
H 3.10 1.73 1.08  0.466
H 3.91 3.80 0.02  0.451
H 2.36 5.25 -1.24  0.404
H -0.04 4.60 -1.45  0.477
H -3.71 2.30 1.23  0.483
H -6.01 1.43 0.98  0.386
H -6.43 -0.61 -0.32  0.421
H -5.62 -2.16 -2.06  0.452
H -4.56 -3.03 -0.95  0.241
H -3.88 -2.29 -2.40  0.371
H -2.26 -0.91 -1.18  0.364

Results
- SMILES: COc1ccc(C(C)=O)cc1CSc1nc2ccccc2c(=O)n1-c1cccc(C)c1
- Net charge: 0
- HOMO energy: -8.14 eV

---

Density functional theory data (ωB97M-V with the def2-TZVPD basis set) for C18H35AgAs2N2O6Si2 as an isolated structure.

Last column: Mulliken charge in e.
Positions of all 66 atoms, in Å:
Ag 0.06 -0.02 0.08  0.731
O -3.71 0.69 6.25  -0.748
C -2.78 1.46 5.90  0.494
O -2.31 2.45 6.48  -0.729
C -2.13 1.11 4.54  0.218
C -2.56 0.01 3.80  -0.867
C -1.95 -0.28 2.60  -0.039
N -0.94 0.43 2.10  0.217
C -0.50 1.48 2.81  0.247
C -1.08 1.85 4.02  -0.574
C 0.73 2.21 2.28  0.451
O 0.96 3.35 2.70  -0.785
O 1.45 1.55 1.45  -0.794
H -3.37 -0.59 4.19  0.462
H -2.26 -1.13 2.00  0.071
H -0.70 2.71 4.56  0.544
C 1.54 -1.05 3.82  -0.688
As 1.74 -2.32 2.38  0.762
C 2.84 -3.73 3.14  -1.237
C 2.90 -1.47 1.10  -0.783
O 0.34 -2.96 1.81  -0.613
H 2.34 -1.17 4.54  0.464
H 0.57 -1.22 4.30  0.289
H 1.57 -0.06 3.38  -0.065
H 3.78 -3.33 3.52  0.366
H 3.04 -4.47 2.36  0.347
H 2.28 -4.20 3.94  0.349
H 3.91 -1.45 1.51  0.397
H 2.56 -0.45 0.94  0.027
H 2.87 -2.02 0.16  0.313
C -1.98 -3.35 -0.46  -0.655
Si -1.76 -2.28 -1.99  0.466
C -2.03 -3.47 -3.45  -1.094
C -3.20 -1.07 -2.02  -1.055
As 0.36 -1.35 -2.00  -0.529
Si 0.05 0.20 -3.71  0.585
C -0.86 -0.52 -5.21  -1.145
C 1.73 0.72 -4.36  -0.993
C -0.88 1.76 -3.22  -0.785
H -2.93 -3.89 -0.52  0.358
H -1.98 -2.75 0.45  -0.076
H -1.16 -4.06 -0.35  0.245
H -3.02 -3.93 -3.38  0.307
H -1.28 -4.26 -3.42  0.278
H -1.94 -2.97 -4.42  0.268
H -4.16 -1.60 -1.95  0.383
H -3.21 -0.46 -2.93  0.267
H -3.13 -0.39 -1.16  0.215
H -0.36 -1.43 -5.57  0.277
H -0.84 0.21 -6.03  0.362
H -1.90 -0.77 -5.00  0.287
H 2.29 -0.15 -4.72  0.298
H 2.30 1.21 -3.57  0.197
H 1.62 1.43 -5.19  0.281
H -1.85 1.52 -2.80  0.296
H -1.02 2.42 -4.08  0.320
H -0.29 2.29 -2.47  -0.025
C 2.17 5.13 -1.83  -1.035
C 2.26 3.79 -1.12  0.542
N 2.57 3.82 0.19  -0.379
O 2.07 2.76 -1.74  -0.632
H 2.42 5.98 -1.18  0.373
H 1.15 5.25 -2.20  0.251
H 2.84 5.12 -2.69  0.261
H 2.43 4.68 0.69  0.250
H 2.32 3.00 0.75  0.211

Results
- Net charge: -2
- HOMO energy: -2.33 eV

---

Density functional theory data (ωB97M-V with the def2-TZVPD basis set) for C2H2BeO2P as an isolated structure in a non-equilibrium geometry.

Last column: Mulliken charge in e.
Positions of all 8 atoms, in Å:
H 1.49 -2.77 -0.39  0.194
P 1.42 0.98 0.28  0.266
O 0.15 2.04 0.05  -0.172
C -0.91 1.19 0.07  0.096
H -1.73 1.43 -0.60  0.373
C -0.70 -0.07 0.60  0.399
O -0.68 -1.24 0.36  -0.330
Be 0.95 -1.55 -0.37  0.175

Results
- Net charge: +1
- HOMO energy (alpha / beta): -14.74 / -14.71 eV

---

Density functional theory data (ωB97M-V with the def2-TZVPD basis set) for C30H34O28Pd2 as an isolated structure in a non-equilibrium geometry.

Last column: Mulliken spin population.
Positions of all 94 atoms, in Å:
Pd 2.37 -8.86 -0.47  1.000
Pd -0.95 3.74 1.76  1.000
C 2.31 -2.31 1.63  0.363
C 1.56 -1.10 1.26  0.022
C 0.79 -1.01 -0.15  0.045
O 0.22 0.03 -0.43  0.204
C 0.80 -2.19 -0.98  0.335
C 1.48 -3.30 -0.54  -0.023
C 2.16 -3.39 0.85  -0.024
O 2.81 -4.42 1.21  0.442
O 1.45 -4.32 -1.35  0.464
O 1.53 -0.10 1.94  0.185
H 3.00 -2.22 2.46  -0.003
H 0.32 -2.20 -1.94  -0.009
C -2.85 -6.94 -6.18  0.000
C -3.59 -6.06 -5.25  0.000
O -4.69 -5.48 -5.98  0.000
C -4.51 -5.86 -7.28  0.000
O -5.08 -5.43 -8.32  0.000
O -3.67 -6.85 -7.33  0.000
H -2.83 -7.94 -5.73  0.000
H -1.82 -6.65 -6.35  0.000
H -2.92 -5.34 -4.77  0.000
H -3.94 -6.69 -4.44  0.000
C 6.48 1.96 5.50  0.000
C 7.54 2.25 4.44  0.000
O 8.64 1.61 5.03  0.000
C 8.28 0.68 5.94  0.000
O 9.08 -0.08 6.47  0.000
O 6.99 0.84 6.21  0.000
H 5.50 1.66 5.12  0.000
H 6.46 2.71 6.29  0.000
H 7.65 3.33 4.35  0.000
H 7.24 1.78 3.50  0.000
C -6.96 0.23 6.40  0.000
C -6.13 -0.73 7.10  0.000
O -4.83 -0.34 6.86  0.000
C -4.80 0.58 5.99  0.000
O -3.82 1.10 5.59  0.000
O -6.00 0.86 5.64  0.000
H -7.52 1.03 6.88  0.000
H -7.67 -0.31 5.78  0.000
H -6.34 -1.69 6.62  0.000
H -6.49 -0.64 8.12  0.000
C 4.79 9.02 -1.87  0.000
C 5.69 9.37 -0.71  0.000
O 5.36 8.32 0.19  0.000
C 4.26 7.61 -0.24  0.000
O 3.75 6.74 0.39  0.000
O 3.81 8.12 -1.34  0.000
H 5.43 8.56 -2.62  0.000
H 4.31 9.93 -2.23  0.000
H 5.50 10.40 -0.40  0.000
H 6.77 9.25 -0.79  0.000
C -7.90 -0.73 -0.74  0.000
C -7.02 -0.68 -2.04  0.000
O -6.30 0.45 -1.86  0.000
C -6.31 0.82 -0.62  0.000
O -5.53 1.60 -0.12  0.000
O -7.21 0.15 0.04  0.000
H -8.11 -1.74 -0.38  0.000
H -8.80 -0.15 -0.95  0.000
H -7.62 -0.60 -2.94  0.000
H -6.38 -1.56 -2.04  0.000
C 3.62 2.08 -5.00  0.000
C 4.37 1.02 -5.76  0.000
O 5.57 0.89 -4.95  0.000
C 5.45 1.47 -3.79  0.000
O 6.18 1.34 -2.85  0.000
O 4.31 2.24 -3.77  0.000
H 2.72 1.58 -4.63  0.000
H 3.40 3.00 -5.54  0.000
H 4.45 1.40 -6.77  0.000
H 3.79 0.10 -5.86  0.000
C 0.60 -4.02 7.43  0.000
C 1.15 -2.64 8.03  0.000
O 0.56 -2.81 9.26  0.000
C 0.49 -4.12 9.62  0.000
O 0.51 -4.55 10.80  0.000
O 0.57 -4.92 8.50  0.000
H 1.33 -4.32 6.68  0.000
H -0.34 -4.02 6.87  0.000
H 0.77 -1.71 7.62  0.000
H 2.24 -2.63 8.08  0.000
C -2.46 1.22 -6.45  0.000
C -3.38 2.12 -7.27  0.000
O -3.42 1.44 -8.52  0.000
C -2.28 0.72 -8.72  0.000
O -1.92 0.23 -9.82  0.000
O -1.68 0.60 -7.47  0.000
H -3.02 0.46 -5.91  0.000
H -1.85 1.87 -5.82  0.000
H -3.07 3.16 -7.31  0.000
H -4.40 1.99 -6.90  0.000

Results
- Multiplicity: 5
- Net charge: +2
- HOMO energy (alpha / beta): -13.28 / -13.28 eV

---

Density functional theory data (ωB97M-V with the def2-TZVPD basis set) for an isolated molecule of C20H24FNO4S in a non-equilibrium geometry.

Last column: Mulliken charge in e.
Positions of all 51 atoms, in Å:
C -0.19 5.00 0.54  -1.669
C 1.02 4.26 1.11  0.504
C 0.59 2.95 1.77  -0.126
C 1.80 2.20 2.34  -1.080
C 2.86 1.93 1.27  -0.391
N 2.39 0.95 0.31  0.154
C 2.99 -0.25 0.13  0.293
O 4.03 -0.58 0.66  -0.725
C 2.28 -1.13 -0.82  0.545
C 2.54 -2.42 -1.17  -0.741
C 1.55 -2.80 -2.10  -0.635
C 0.74 -1.71 -2.26  0.587
C -0.50 -1.53 -3.03  -1.115
S -1.94 -1.67 -1.86  1.323
O -1.69 -2.75 -0.96  -0.610
O -3.14 -1.70 -2.65  -0.692
C -1.93 -0.07 -0.92  -0.604
C -2.43 -0.40 0.43  0.198
C -3.79 -0.61 0.67  -0.392
C -4.23 -1.00 1.92  -0.771
C -3.32 -1.21 2.95  -0.408
C -1.97 -1.01 2.74  -0.869
C -1.55 -0.62 1.48  0.557
F -0.23 -0.43 1.27  -0.029
O 1.17 -0.69 -1.48  -0.187
C 3.26 3.23 0.57  -1.073
C 2.04 3.96 0.01  -0.651
H -0.69 4.40 -0.21  0.302
H 0.12 5.94 0.09  0.425
H -0.91 5.22 1.33  0.413
H 1.50 4.89 1.86  0.271
H -0.11 3.16 2.58  0.454
H 0.07 2.32 1.05  -0.333
H 2.25 2.79 3.14  0.465
H 1.47 1.25 2.77  0.346
H 3.74 1.48 1.73  0.514
H 1.50 1.11 -0.11  0.128
H 3.35 -3.02 -0.80  0.567
H 1.44 -3.75 -2.58  0.521
H -0.59 -0.54 -3.48  0.355
H -0.64 -2.31 -3.77  0.458
H -2.59 0.59 -1.48  0.600
H -0.91 0.28 -0.92  -0.027
H -4.49 -0.47 -0.13  0.442
H -5.28 -1.16 2.09  0.400
H -3.67 -1.52 3.93  0.402
H -1.24 -1.17 3.52  0.475
H 3.96 3.01 -0.23  0.404
H 3.76 3.87 1.29  0.430
H 2.36 4.90 -0.45  0.397
H 1.57 3.36 -0.78  0.195

Results
- SMILES: C[C@H]1CC[C@@H](NC(=O)c2ccc(CS(=O)(=O)Cc3ccccc3F)o2)CC1
- Net charge: 0
- HOMO energy: -8.83 eV

---

Density functional theory data (ωB97M-V with the def2-TZVPD basis set) for C31H44MnN4P2 as an isolated structure in a non-equilibrium geometry.

Last column: Mulliken spin population.
Positions of all 82 atoms, in Å:
Mn -0.47 -1.98 -2.32  5.003
C -1.77 2.41 -1.62  0.031
C -1.89 1.26 -2.32  -0.040
C -1.45 0.96 -3.70  0.050
C -0.18 0.10 -3.96  -0.011
C 1.06 0.34 -3.08  -0.102
C 1.33 1.44 -2.36  0.048
C 0.63 2.77 -2.39  0.001
C -0.42 3.00 -1.31  0.005
C 1.26 -2.75 -1.74  -0.026
H -2.59 2.91 -1.06  0.001
H -2.24 0.33 -1.85  -0.007
H -1.32 1.91 -4.24  -0.004
H -2.33 0.40 -4.17  -0.017
H -0.44 -1.00 -4.10  -0.079
H 0.04 0.42 -5.01  0.020
H 1.79 -0.50 -3.16  0.015
H 2.16 1.44 -1.62  -0.002
H 0.22 3.03 -3.39  0.000
H 1.42 3.52 -2.15  0.000
H 0.03 2.65 -0.34  0.001
H -0.51 4.10 -1.19  -0.001
H 1.06 -3.30 -0.78  0.012
H 2.03 -1.95 -1.60  -0.020
H 1.52 -3.49 -2.54  0.047
P 1.67 -0.85 -6.18  0.032
P -2.42 -0.18 -6.33  0.003
N 2.96 0.14 -6.78  0.003
N 2.14 -2.13 -7.33  -0.005
N -2.48 1.62 -7.10  -0.001
N -3.76 -0.76 -7.17  0.001
C 0.27 -0.15 -7.23  -0.002
C -1.05 -0.97 -7.23  -0.005
C 4.15 0.32 -6.05  0.001
C 5.00 1.09 -6.81  0.000
C 4.34 1.39 -8.04  0.000
C 3.11 0.79 -8.01  0.000
C 2.43 -3.44 -6.95  -0.004
C 2.66 -4.19 -8.10  0.001
C 2.48 -3.32 -9.23  0.000
C 2.21 -2.06 -8.73  0.000
C -2.44 2.78 -6.30  0.000
C -2.13 3.89 -7.10  0.000
C -2.14 3.45 -8.46  0.000
C -2.37 2.07 -8.42  0.000
C -4.52 -0.18 -8.19  0.000
C -5.38 -1.14 -8.71  0.000
C -5.20 -2.35 -7.93  0.000
C -4.23 -2.08 -6.98  -0.001
H 0.55 0.10 -8.27  0.000
H 0.07 0.83 -6.77  -0.001
H -1.31 -1.16 -8.30  0.001
H -0.86 -1.97 -6.77  0.003
H 4.21 -0.09 -5.05  0.000
H 5.98 1.39 -6.53  0.000
H 4.72 1.99 -8.85  0.000
H 2.31 0.84 -8.73  0.000
H 2.43 -3.70 -5.89  0.000
H 2.90 -5.25 -8.14  0.000
H 2.50 -3.59 -10.29  0.000
H 2.07 -1.13 -9.27  0.000
H -2.77 2.77 -5.26  0.000
H -1.91 4.88 -6.73  0.000
H -1.99 4.08 -9.34  0.000
H -2.61 1.45 -9.27  0.000
H -4.42 0.87 -8.43  0.000
H -6.07 -1.01 -9.54  0.000
H -5.75 -3.28 -8.07  0.000
H -3.86 -2.68 -6.16  0.001
C -2.85 -0.22 0.29  0.017
C -1.33 0.09 0.48  -0.033
C -0.94 0.25 1.98  0.002
C -0.32 -0.79 -0.26  0.105
H -3.02 -1.30 0.16  -0.001
H -3.27 0.29 -0.60  -0.012
H -3.39 0.19 1.18  0.001
H -1.19 1.10 0.06  0.000
H -0.98 -0.72 2.51  -0.001
H 0.08 0.64 2.12  0.000
H -1.60 0.95 2.50  0.002
H 0.62 -0.20 -0.32  -0.022
H -0.07 -1.70 0.33  -0.010

Results
- Multiplicity: 6
- Net charge: 0
- HOMO energy (alpha / beta): -6.59 / -7.55 eV

---

Density functional theory data (ωB97M-V with the def2-TZVPD basis set) for a 2-piece molecular cluster, C5H16N2O overall in a non-equilibrium geometry.

Last column: Mulliken charge in e.
Positions of all 24 atoms, in Å:
C 0.03 -1.02 1.90  -1.356
C 0.94 -0.27 0.94  0.751
N 1.32 0.99 1.52  -0.492
C 0.00 0.17 -0.29  -1.430
N -0.35 -0.96 -1.04  0.150
C 0.40 -1.01 -2.38  -1.205
C -1.84 -1.19 -1.19  -0.926
H -0.22 -2.01 1.36  0.261
H 0.49 -1.12 2.93  0.392
H -0.81 -0.34 2.22  0.326
H 1.92 -0.84 0.54  0.113
H 1.34 1.10 2.57  0.182
H 2.13 1.39 1.05  0.196
H -0.87 0.60 0.23  0.506
H 0.34 1.03 -0.81  0.443
H 1.33 -0.80 -2.07  0.416
H 0.12 -0.34 -3.14  0.366
H 0.44 -1.91 -2.83  0.410
H -2.37 -0.88 -0.12  0.250
H -2.27 -0.51 -1.97  0.337
H -2.11 -2.25 -1.08  0.339
O 0.00 3.60 0.88  -0.672
H 0.06 3.82 -0.11  0.324
H -0.02 2.73 0.89  0.319

Results
- SMILES: C[C@H](N)CN(C)C.O
- Net charge: 0
- HOMO energy: -8.37 eV

---

Density functional theory data (ωB97M-V with the def2-TZVPD basis set) for C17H23LiN5O2SSi as an isolated structure in a non-equilibrium geometry.

Last column: Mulliken charge in e.
Positions of all 50 atoms, in Å:
Li -1.40 -1.27 1.44  0.585
C -3.83 -3.49 -0.13  -1.165
Si -2.22 -3.65 0.92  0.161
C -1.05 -4.72 -0.19  -1.163
C -2.73 -4.94 2.27  -1.206
H -4.23 -4.46 -0.45  0.347
H -3.65 -2.89 -1.02  0.272
H -4.60 -2.99 0.45  0.306
H -1.52 -5.66 -0.50  0.386
H -0.13 -4.96 0.34  0.260
H -0.77 -4.18 -1.10  0.276
H -3.17 -5.84 1.83  0.294
H -3.46 -4.51 2.97  0.284
H -1.86 -5.25 2.86  0.274
O -2.70 -0.18 1.87  -0.500
N -3.79 0.34 1.50  -0.301
C -3.79 1.37 0.67  0.286
C -2.63 2.05 0.26  0.477
N -1.64 2.58 0.01  -0.543
C -5.04 1.88 0.23  0.109
N -6.02 2.35 -0.16  -0.498
C 3.87 1.31 1.95  -0.974
C 2.64 2.19 2.18  -0.398
C 1.34 1.41 1.96  -1.050
N 1.17 1.06 0.56  0.286
C 0.99 -0.19 0.13  -0.162
S 1.14 -1.57 1.06  -0.153
N 0.70 -0.39 -1.21  0.060
C 0.65 0.42 -2.35  0.136
O -0.03 0.07 -3.28  -0.598
C 1.51 1.63 -2.43  0.006
C 2.83 1.63 -1.96  0.233
C 3.63 2.75 -2.13  -0.697
C 3.12 3.87 -2.77  -0.396
C 1.82 3.88 -3.24  -0.548
C 1.02 2.76 -3.08  -0.431
H 4.79 1.88 2.12  0.362
H 3.88 0.93 0.93  0.122
H 3.87 0.46 2.63  0.316
H 2.67 3.05 1.51  0.291
H 2.65 2.56 3.21  0.346
H 0.49 2.01 2.28  0.325
H 1.36 0.50 2.55  0.521
H 0.74 1.79 0.00  0.195
H 0.30 -1.31 -1.38  0.135
H 3.22 0.74 -1.48  0.516
H 4.65 2.74 -1.78  0.410
H 3.75 4.75 -2.90  0.390
H 1.42 4.76 -3.73  0.382
H 0.00 2.75 -3.44  0.434

Results
- Net charge: -1
- HOMO energy: -2.95 eV

---

Density functional theory data (ωB97M-V with the def2-TZVPD basis set) for an isolated ion of composition C4H11N2S and charge +1 in a non-equilibrium geometry.

Last column: Mulliken charge in e.
Positions of all 18 atoms, in Å:
C -1.07 -1.03 -1.14  -0.282
S -2.09 0.00 -0.17  0.331
N -2.13 -0.40 1.33  -0.590
C -0.94 1.46 -0.10  -0.699
C 0.43 1.01 0.38  -0.791
N 1.04 -0.06 -0.37  -0.152
C 2.11 -0.86 0.25  -1.019
H -0.92 -0.57 -2.18  0.327
H -1.07 -2.13 -0.84  0.355
H -2.88 -1.02 1.63  0.264
H -1.43 2.18 0.45  0.477
H -0.88 1.99 -1.09  0.399
H 1.12 1.89 0.40  0.374
H 0.30 0.67 1.37  0.558
H 0.98 0.15 -1.37  0.375
H 2.83 -1.30 -0.35  0.436
H 2.67 -0.21 0.98  0.312
H 1.92 -1.78 0.81  0.326

Results
- SMILES: C=S(#[NH+])CCNC
- Net charge: +1
- HOMO energy (alpha / beta): -13.10 / -13.10 eV

---

Density functional theory data (ωB97M-V with the def2-TZVPD basis set) for a 2-piece molecular cluster, C5H14NO2 overall in a non-equilibrium geometry.

Last column: Mulliken charge in e.
Positions of all 22 atoms, in Å:
C -1.14 0.85 1.77  -1.423
C -0.44 0.29 0.54  0.313
C -1.46 -0.38 -0.29  -0.607
C -1.82 -1.72 0.45  -1.185
N 0.28 1.47 -0.06  -0.491
C 1.67 1.08 -0.40  -0.318
O 1.70 -0.08 -1.20  -0.746
H -2.19 0.52 1.93  0.286
H -0.64 0.58 2.64  0.312
H -1.37 1.96 1.84  0.399
H 0.31 -0.49 0.73  0.299
H -2.40 0.07 -0.59  0.327
H -0.96 -0.53 -1.34  0.278
H -2.93 -1.54 0.53  0.283
H -1.45 -1.96 1.45  0.317
H -1.90 -2.62 -0.05  0.426
H -0.19 1.66 -1.04  0.277
H 2.24 2.06 -0.89  0.205
H 2.16 0.82 0.60  0.250
H 2.71 -0.25 -2.06  0.407
H 4.09 -1.29 -2.03  0.217
O 3.75 -0.49 -2.54  -0.827

Results
- Net charge: -1
- HOMO energy: -3.72 eV

---

- Among the records above, which one has the highest net charge?
  C30H34O28Pd2